# 1
Here is a single C5H7NO3S molecule at a distorted geometry from the Open Molecules 2025 dataset. Energies are from ωB97M-V with the def2-TZVPD basis set.

Its relative energy (zero: lowest compared OMol25 entry of this formula, charge and spin) is 24.4 kcal per mole. The HOMO energy comes out at -9.6 eV. The LUMO energy comes out at 0.77 eV. As for the HOMO-LUMO gap: 10.35 eV. Its spin multiplicity is 1.

Last column: Mulliken charge in e.
Cartesian coordinates (Å):
C (2.020078, -1.310799, 0.478048)  -0.26
C (1.266159, 0.705163, 0.099581)  0.74
C (0.269087, -0.247306, 0.193216)  0.26
C (1.300756, 2.134148, -0.119792)  -1.09
C (-2.229054, -1.388593, -0.562616)  -0.97
N (0.736296, -1.477281, 0.425766)  -0.54
O (-1.939187, 0.122418, 1.586659)  -0.62
O (-1.806614, 1.239289, -0.602800)  -0.66
O (2.376132, 0.036003, 0.368117)  -0.37
S (-1.512025, 0.098823, 0.215440)  1.17
H (2.668184, -2.170991, 0.553094)  0.43
H (0.245517, 2.422393, -0.315896)  0.28
H (1.635902, 2.736787, 0.726708)  0.31
H (2.017770, 2.377664, -0.935503)  0.29
H (-2.799472, -1.373191, -1.513038)  0.33
H (-1.326118, -2.056851, -0.609343)  0.31
H (-2.923410, -1.847673, 0.012365)  0.39

Forces on atoms 1 to 2 (eV/Å):
-1.1 0.6 0.2
-1.7 -1.7 1.0

# 2
Here is 12 unconnected molecules or ions with the total composition C44H68N4O8 at a distorted geometry from the Open Molecules 2025 dataset. Energies are from ωB97M-V with the def2-TZVPD basis set.

Its relative energy (zero: lowest compared OMol25 entry of this formula, charge and spin) is 0.0 kcal per mole. The HOMO energy comes out at -9.3 eV. The LUMO energy comes out at 0.41 eV. As for the HOMO-LUMO gap: 9.68 eV. Its spin multiplicity is 1.

Last column: Mulliken charge in e.
Cartesian coordinates (Å):
N (-2.171749, -3.462067, 3.147280)  -0.62
C (-2.715286, -2.933262, 2.053621)  -0.63
C (-2.717708, -1.569132, 1.762128)  0.70
C (-2.063809, -0.754694, 2.671308)  0.47
C (-1.491212, -1.273689, 3.827415)  -0.77
C (-1.523235, -2.654237, 3.987354)  -0.54
H (-3.230816, -3.611586, 1.382587)  0.20
H (-3.229122, -1.162433, 0.901513)  0.32
H (-1.947808, 0.317576, 2.575908)  -0.14
H (-1.036741, -0.622444, 4.559031)  0.57
H (-1.134009, -3.114530, 4.888692)  0.38
N (-4.573820, 1.668925, 2.916797)  -0.62
C (-5.195676, 1.045906, 1.924736)  -0.23
C (-4.874523, 1.178924, 0.585910)  -0.81
C (-3.692626, 1.812118, 0.263823)  0.08
C (-3.025377, 2.504391, 1.279941)  -0.29
C (-3.511302, 2.421819, 2.586871)  -0.74
H (-6.100482, 0.537453, 2.245710)  0.37
H (-5.414180, 0.595421, -0.149217)  0.46
H (-3.298951, 1.716407, -0.740151)  0.52
H (-2.124450, 3.092633, 1.143270)  0.71
H (-3.005327, 3.006443, 3.344779)  0.48
N (-4.156202, -1.890436, -1.520820)  0.01
C (-5.256894, -2.382469, -0.962962)  -0.19
C (-5.438964, -3.740745, -0.694389)  -0.71
C (-4.426801, -4.597789, -1.032370)  -0.32
C (-3.252085, -4.114191, -1.627402)  -0.85
C (-3.157012, -2.740490, -1.805528)  -0.11
H (-6.078534, -1.682935, -0.864346)  0.36
H (-6.364000, -4.176258, -0.341093)  0.46
H (-4.563282, -5.659723, -0.863456)  0.36
H (-2.482995, -4.812758, -1.921541)  0.45
H (-2.297394, -2.333463, -2.324000)  0.55
N (3.146527, 0.417532, -0.372930)  0.69
C (3.196673, -0.027542, -1.625681)  -0.80
C (4.388035, -0.161436, -2.329353)  -1.67
C (5.579436, 0.053186, -1.657517)  -0.72
C (5.547462, 0.420706, -0.320930)  -1.40
C (4.305260, 0.636396, 0.268031)  -0.45
H (2.266261, -0.326930, -2.093813)  0.84
H (4.386046, -0.539383, -3.343462)  1.70
H (6.511412, -0.016710, -2.204364)  0.46
H (6.450474, 0.611823, 0.240984)  0.45
H (4.259614, 0.830952, 1.330215)  0.73
C (2.317867, 4.110830, -0.046844)  0.02
C (3.439508, 4.629043, 0.805579)  0.62
O (4.412241, 3.940798, 1.019165)  -0.58
C (3.355517, 6.059974, 1.292794)  -1.10
H (1.319016, 4.451655, 0.230332)  0.11
H (2.295971, 3.019929, -0.000587)  -0.52
H (2.474814, 4.409568, -1.086256)  0.56
H (2.762568, 6.076336, 2.210044)  0.15
H (2.861300, 6.740274, 0.601170)  0.33
H (4.388736, 6.359956, 1.461986)  0.38
C (-4.059576, -0.634124, -6.677334)  -1.16
C (-3.492634, 0.459514, -5.798607)  0.53
O (-3.109578, 1.489258, -6.307658)  -0.58
C (-3.438624, 0.263518, -4.308822)  0.10
H (-3.415611, -0.811937, -7.541684)  0.34
H (-4.956043, -0.220821, -7.145938)  0.28
H (-4.224109, -1.584292, -6.177298)  0.32
H (-3.980150, -0.635613, -4.018683)  0.17
H (-3.840410, 1.130717, -3.789721)  0.19
H (-2.400256, 0.154378, -3.988365)  -0.15
C (1.537980, -4.040058, 0.918216)  -0.05
C (1.687141, -4.583226, 2.326265)  0.63
O (2.658048, -4.261733, 2.966863)  -0.58
C (0.573556, -5.422996, 2.893973)  -1.25
H (2.358120, -3.352509, 0.744469)  -0.07
H (0.575480, -3.525450, 0.910803)  -0.14
H (1.562605, -4.883889, 0.228495)  0.55
H (-0.364605, -4.899456, 2.691290)  0.21
H (0.697865, -5.508762, 3.969540)  0.33
H (0.540599, -6.392398, 2.397493)  0.38
C (0.846756, 4.724891, 4.336957)  -1.68
C (0.446401, 3.986131, 3.075605)  0.60
O (-0.140809, 4.569634, 2.187636)  -0.55
C (0.591083, 2.486575, 3.011288)  0.39
H (0.373261, 4.178000, 5.158785)  0.47
H (0.530089, 5.762323, 4.327240)  0.36
H (1.918561, 4.664183, 4.540430)  0.38
H (1.358353, 2.179274, 3.720726)  0.38
H (0.888194, 2.253467, 1.991073)  -0.47
H (-0.355123, 2.014312, 3.271344)  0.08
C (-0.128406, 5.082710, -3.277853)  -1.59
C (-0.989160, 4.127569, -2.498253)  0.68
O (-0.924097, 4.108137, -1.290888)  -0.45
C (-1.940276, 3.225046, -3.251588)  0.02
H (-0.830084, 5.795189, -3.733091)  0.41
H (0.400003, 4.644736, -4.125157)  0.38
H (0.541381, 5.658378, -2.647312)  0.34
H (-2.523299, 3.861485, -3.918032)  0.55
H (-2.523640, 2.600774, -2.583758)  -0.60
H (-1.376291, 2.533355, -3.882067)  0.33
C (-0.181478, 0.903236, -0.295411)  3.96
C (-0.359089, -0.319143, -1.139383)  -0.50
O (-1.058251, -0.321991, -2.126194)  -0.55
C (0.377844, -1.568861, -0.704935)  1.29
H (-0.881490, 0.891226, 0.541917)  -1.07
H (-0.390926, 1.788066, -0.894927)  -0.83
H (0.857829, 0.899813, 0.040627)  -1.26
H (1.179820, -1.860475, -1.390385)  -1.67
H (-0.258126, -2.450284, -0.618230)  0.75
H (0.902430, -1.390613, 0.234336)  -0.12
C (2.998977, -3.058708, -1.985950)  -0.92
C (3.474274, -2.454402, -3.274525)  0.63
O (2.673536, -1.873152, -3.976019)  -0.55
C (4.902292, -2.635778, -3.694642)  -1.06
H (3.176571, -4.139057, -1.953868)  0.65
H (1.910086, -3.047466, -1.903518)  0.48
H (3.382833, -2.539906, -1.107144)  0.07
H (5.579068, -1.860160, -3.333264)  0.28
H (4.969922, -2.593396, -4.780583)  0.36
H (5.237373, -3.604816, -3.322555)  0.40
C (2.299356, -0.949291, 2.700660)  1.45
C (2.212586, -0.870588, 4.200414)  0.60
O (1.429776, -0.113975, 4.721718)  -0.56
C (3.173255, -1.699815, 5.019449)  -1.35
H (2.237867, -1.992539, 2.390167)  -0.72
H (3.269645, -0.549501, 2.400930)  -0.15
H (1.496288, -0.351878, 2.275169)  -0.37
H (3.752724, -2.405190, 4.426028)  0.31
H (2.576472, -2.283653, 5.720336)  0.34
H (3.873527, -1.049593, 5.543443)  0.36

Forces on atoms 1 to 2 (eV/Å):
0.4 -0.2 -0.3
-0.4 0.4 -0.1

# 3
Here is a molecular structure, C30H55ClP2RuSeSi2 at a distorted geometry from the Open Molecules 2025 dataset. Energies are from ωB97M-V with the def2-TZVPD basis set.

Its relative energy (zero: lowest compared OMol25 entry of this formula, charge and spin) is 4.2 kcal per mole. The HOMO energy (alpha / beta) comes out at -5.7 / -7.4 eV. The LUMO energy (alpha / beta) comes out at 0.29 / -1.19 eV. As for the HOMO-LUMO gap (alpha / beta): 5.95 / 6.22 eV. Its spin multiplicity is 5.

Last column: Mulliken spin population.
Cartesian coordinates (Å):
Ru (0.071989, -0.425201, -0.438378)  2.36
C (-0.017483, 2.725979, 1.036647)  -0.03
C (1.211481, 2.115368, 0.735759)  0.28
C (1.058366, 1.460296, -0.569452)  0.06
Si (2.652491, 1.941907, 1.897825)  0.01
C (-0.348032, 1.588612, -0.947482)  0.03
C (-1.015653, 2.320340, 0.136854)  0.29
Si (-2.849627, 2.443243, 0.424071)  0.01
H (-0.184269, 3.402163, 1.878347)  0.00
H (1.870761, 1.407151, -1.293299)  0.01
H (-0.691613, 1.645854, -1.978669)  0.01
Cl (0.080041, -2.649459, -1.234470)  0.17
C (-3.182998, 3.238722, 2.089944)  0.00
C (-3.700592, 3.460476, -0.888187)  0.02
C (2.250271, 2.740161, 3.548764)  0.00
C (4.202279, 2.737576, 1.230972)  0.02
H (-3.463173, 4.517527, -0.701150)  0.00
H (-4.790623, 3.341124, -0.823835)  0.00
H (-3.374226, 3.211030, -1.904067)  0.00
H (-2.757631, 2.652983, 2.917120)  0.00
H (-4.268968, 3.333724, 2.241759)  0.00
H (-2.745811, 4.248735, 2.116031)  0.00
H (4.054728, 3.826790, 1.245079)  0.00
H (4.435679, 2.436166, 0.203948)  0.00
H (5.058174, 2.500788, 1.877684)  0.00
H (2.017855, 3.806211, 3.403873)  0.00
H (3.126595, 2.669522, 4.211097)  0.00
H (1.391298, 2.259962, 4.038450)  0.00
C (-3.357807, 0.614520, 0.406599)  0.05
C (2.791676, 0.055525, 2.050902)  0.05
P (-2.425677, -0.500898, -0.746939)  0.10
H (-4.439195, 0.554142, 0.214557)  -0.01
H (-3.178235, 0.206097, 1.419185)  0.00
P (2.375453, -0.936216, 0.535068)  0.10
H (2.072394, -0.260922, 2.826707)  0.00
H (3.800725, -0.185638, 2.413323)  0.00
C (2.698433, -2.688824, 1.123745)  0.03
C (3.852041, -0.488739, -0.550296)  0.00
C (-3.071102, 0.151609, -2.398657)  0.00
C (-3.278166, -2.150515, -0.480167)  0.03
C (-2.544757, -3.050465, 0.516918)  0.02
H (-3.229006, -2.621656, -1.477388)  0.01
C (-4.728671, -2.072201, -0.002381)  0.02
H (-4.776622, -1.740993, 1.044398)  0.00
H (-5.164550, -3.079504, -0.053641)  0.00
H (-5.359723, -1.415070, -0.602471)  0.00
H (-1.486967, -3.175403, 0.263279)  0.00
H (-3.013771, -4.045705, 0.543896)  0.00
H (-2.597445, -2.638774, 1.528034)  -0.01
H (-2.690439, 1.186258, -2.415584)  -0.01
C (-4.599054, 0.185593, -2.498783)  0.00
C (-2.516552, -0.559867, -3.642030)  0.00
H (-5.078790, 0.796761, -1.730952)  0.00
H (-5.009248, -0.830005, -2.470659)  0.00
H (-4.873457, 0.621021, -3.468836)  0.00
H (-1.562971, -0.128457, -3.956863)  0.00
H (-3.210784, -0.418159, -4.482800)  0.00
H (-2.388722, -1.638364, -3.481780)  0.00
H (3.718478, 0.594553, -0.704601)  -0.01
C (3.866560, -1.148423, -1.938256)  0.00
C (5.207552, -0.732819, 0.117847)  0.00
H (5.348206, -0.172068, 1.044451)  0.00
H (5.998631, -0.411499, -0.572409)  0.00
H (5.353940, -1.801850, 0.307497)  0.00
H (3.293297, -0.564037, -2.662236)  0.00
H (3.477181, -2.174249, -1.914784)  0.01
H (4.897433, -1.180258, -2.318370)  0.00
C (1.417841, -3.384495, 1.586074)  0.01
C (3.700462, -2.828473, 2.271276)  0.01
H (3.074912, -3.199240, 0.219990)  0.00
H (3.282845, -2.413707, 3.199279)  0.00
H (4.663983, -2.352843, 2.081136)  0.00
H (3.889243, -3.897895, 2.438873)  0.00
H (1.005138, -2.889392, 2.470427)  -0.01
H (1.628609, -4.429584, 1.861283)  0.00
H (0.644083, -3.382718, 0.811000)  0.00
C (0.659181, -0.465966, -2.579770)  -0.16
H (0.842000, 0.559463, -2.941995)  0.01
H (1.578647, -1.037153, -2.782692)  0.02
H (-0.101420, -0.897133, -3.249528)  0.02
Se (-0.554662, -0.251789, 2.034022)  0.35
C (-1.254131, -1.514170, 3.394033)  0.06
C (-0.365442, -2.252814, 4.192699)  0.02
C (-0.798665, -3.445664, 4.786832)  0.00
C (-2.164302, -3.764189, 4.771571)  0.00
C (-3.089388, -2.871940, 4.207179)  0.00
C (-2.635142, -1.695487, 3.594774)  0.02
H (0.675951, -1.926368, 4.289602)  -0.01
H (-0.076768, -4.128675, 5.245269)  0.00
H (-2.509886, -4.701151, 5.211012)  0.00
H (-4.159501, -3.100690, 4.234829)  0.00
H (-3.339198, -0.955525, 3.221036)  0.00

Forces on atoms 1 to 2 (eV/Å):
0.4 -1.0 -1.4
0.1 -0.1 0.0